A structure of composition C20H41N2P3SSn, computed with ωB97M-V/def2-TZVPD.

Each line ends with the Löwdin charge.
Geometry (Å):
Sn  -0.1238  0.4263  -0.1117  1.00
P  -2.2957  0.2321  -1.4540  0.65
P  -1.7046  -1.4914  1.7560  0.74
P  0.3069  -2.5348  -0.9715  0.75
H  5.2215  3.0418  -1.5682  0.12
C  4.9443  2.1297  -2.0880  0.15
C  3.8433  2.1311  -2.8854  -0.10
H  3.3458  3.0917  -3.1286  0.12
C  -3.2025  1.7887  -1.4528  -0.23
C  -3.6035  -0.9880  -1.1939  -0.20
C  -1.9591  0.0498  -3.2098  -0.22
C  -0.5942  -1.9089  3.1674  -0.25
C  -3.0380  -0.7126  2.7767  -0.26
C  -2.5519  -3.1057  1.6260  -0.26
C  1.5610  -2.6286  -2.2892  -0.26
C  -0.9128  -3.6622  -1.7437  -0.23
C  0.9903  -3.6885  0.2544  -0.23
H  5.7168  1.3972  -2.1768  0.11
H  3.5944  1.3300  -3.6258  0.09
H  -2.5233  2.6552  -1.5082  0.08
H  -3.8226  1.8475  -0.5454  0.06
H  -3.8542  1.7477  -2.3463  0.09
H  -4.0616  -0.8583  -0.2066  0.05
H  -3.2840  -2.0325  -1.3040  0.05
H  -4.3655  -0.7580  -1.9560  0.10
H  -1.2015  0.7351  -3.5967  0.07
H  -2.8917  0.2576  -3.7436  0.09
H  -1.6418  -0.9584  -3.4814  0.05
H  -1.0847  -2.6128  3.8711  0.09
H  -0.3822  -0.9549  3.6811  0.06
H  0.3420  -2.3413  2.7760  0.03
H  -3.5355  -1.4802  3.4143  0.09
H  -3.7771  -0.2665  2.0797  0.04
H  -2.5890  0.0733  3.4157  0.06
H  -2.9111  -3.3962  2.6405  0.09
H  -1.8891  -3.9029  1.2408  0.04
H  -3.4313  -3.0358  0.9514  0.06
H  1.8874  -3.6781  -2.3651  0.09
H  2.3931  -1.9993  -1.9448  0.03
H  1.0613  -2.2405  -3.1989  0.07
H  -0.3887  -4.5441  -2.1353  0.09
H  -1.4068  -3.1876  -2.5975  0.04
H  -1.6969  -4.0043  -1.0607  0.05
H  1.4835  -4.4830  -0.3309  0.08
H  0.2195  -4.1083  0.9293  0.05
H  1.7538  -3.1291  0.8152  0.06
C  2.6996  1.4746  -0.4196  -0.67
C  3.5512  0.6049  0.3523  -0.05
C  4.2653  1.2034  1.4255  -0.01
C  4.2620  2.6045  1.6068  -0.01
C  3.4190  3.4230  0.8486  -0.06
C  2.7166  2.8988  -0.2112  -0.15
S  1.8829  1.0955  -1.9477  0.86
H  1.2936  -0.2923  -1.6888  -0.13
H  3.7997  -0.3521  -0.0701  0.11
H  4.9291  0.6241  2.0796  0.14
H  5.0705  3.0487  2.2151  0.15
H  3.4324  4.4836  1.1092  0.14
H  2.2517  3.6207  -0.8615  0.12
N  -2.1868  3.3592  2.4732  0.15
C  -0.9077  3.7866  2.8533  0.02
C  -0.0382  2.9462  2.2196  -0.08
N  -0.7497  1.9879  1.5042  -0.11
C  -2.0351  2.2821  1.6806  -0.20
H  -3.0690  3.7551  2.7669  0.19
H  -0.7335  4.6500  3.4822  0.15
H  1.0307  2.8395  2.1958  0.10
H  -2.8241  1.7136  1.2109  0.10

Properties
gap between HOMO and LUMO (spin up / spin down): 5.12 / 5.15 eV
DFT total energy: -2531.0624 a.u.
highest occupied orbital energy (spin up / spin down): -20.31 / -20.27 eV
net charge: +4
molecular weight: 553.26 g mol⁻¹
ΔE to the lowest compared entry with this formula, charge and spin: 84.8 kcal per mole
multiplicity: 1
max |F|: 3.3 eV Å⁻¹

A structure of composition C20H41N2P3SV, computed with ωB97M-V/def2-TZVPD.

Each line ends with the Löwdin charge.
Geometry (Å):
V  0.4632  1.1217  0.3104  0.16
P  2.8852  1.3174  0.4145  0.76
P  0.7764  0.4350  -2.1168  0.78
P  0.4650  0.3435  2.5396  0.74
H  -5.0471  -6.4002  -2.0285  0.06
C  -5.4466  -5.9273  -1.1288  -0.09
C  -6.3418  -4.9353  -1.2006  -0.08
H  -6.6965  -4.5625  -2.1654  0.07
C  3.8861  -0.2177  0.3981  -0.21
C  3.7697  2.3006  -0.8592  -0.23
C  3.5517  2.1737  1.8927  -0.23
C  -0.7926  0.0581  -2.9660  -0.23
C  1.3646  1.8424  -3.1280  -0.20
C  1.8537  -0.9490  -2.6136  -0.21
C  -1.0904  -0.3931  3.1750  -0.25
C  0.6407  1.7502  3.6971  -0.21
C  1.6917  -0.8817  3.1215  -0.23
H  -5.2093  -6.4195  -0.1798  0.06
H  -6.8741  -4.5795  -0.3147  0.06
H  4.9443  0.0471  0.5204  0.08
H  3.7656  -0.7546  -0.5493  0.04
H  3.5965  -0.8869  1.2145  0.04
H  4.7901  2.4919  -0.5094  0.08
H  3.2774  3.2665  -1.0194  0.04
H  3.8204  1.7700  -1.8145  0.05
H  4.6069  2.4093  1.7089  0.07
H  3.4813  1.5589  2.7922  0.04
H  3.0162  3.1141  2.0660  0.04
H  -0.6157  0.0724  -4.0467  0.09
H  -1.5457  0.8077  -2.7096  0.05
H  -1.1662  -0.9257  -2.6593  0.05
H  2.0845  1.4842  -3.8795  0.08
H  1.8386  2.6230  -2.5299  0.02
H  0.5097  2.2831  -3.6471  0.07
H  1.6125  -1.2427  -3.6456  0.08
H  1.6630  -1.8042  -1.9494  0.06
H  2.9132  -0.6704  -2.5456  0.05
H  -0.9769  -0.5719  4.2500  0.08
H  -1.3032  -1.3406  2.6654  0.04
H  -1.9284  0.2891  2.9976  0.05
H  0.7289  1.3622  4.7242  0.09
H  -0.2539  2.3762  3.6267  0.07
H  1.5153  2.3629  3.4698  0.02
H  1.3598  -1.2801  4.0919  0.08
H  2.6912  -0.4434  3.2409  0.05
H  1.7487  -1.7123  2.4062  0.05
C  -1.9780  -1.4717  -0.2035  -0.60
C  -1.0046  -2.4492  0.0728  -0.09
C  -1.2577  -3.7812  -0.2547  0.00
C  -2.4759  -4.1353  -0.8459  0.03
C  -3.4471  -3.1671  -1.1206  0.00
C  -3.2123  -1.8435  -0.7922  -0.06
S  -1.7929  0.2171  0.1298  0.80
H  0.6904  -0.2796  -0.4994  -0.07
H  -0.0535  -2.1383  0.5210  0.09
H  -0.5026  -4.5371  -0.0443  0.13
H  -2.6828  -5.1773  -1.0867  0.13
H  -4.3989  -3.4565  -1.5618  0.10
H  -3.9526  -1.0651  -0.9861  0.13
N  -1.2599  3.6081  0.0656  0.01
C  -1.3332  4.9492  0.0793  0.00
C  -0.0329  5.4148  0.2359  0.01
C  0.7909  4.2912  0.3118  -0.09
N  0.0361  3.1697  0.2056  -0.11
H  -2.0352  2.9493  -0.0404  0.13
H  -2.2712  5.4649  -0.0244  0.15
H  0.2864  6.4323  0.2877  0.12
H  1.8636  4.2425  0.4339  0.10

Properties
gap between HOMO and LUMO (spin up / spin down): 4.95 / 3.91 eV
DFT total energy: -3261.3876 a.u.
⟨S²⟩: 2.42
highest occupied orbital energy (spin up / spin down): -16.01 / -15.98 eV
net charge: +3
molecular weight: 485.49 g mol⁻¹
ΔE to the lowest compared entry with this formula, charge and spin: 52.2 kcal per mole
multiplicity: 3
max |F|: 2.8 eV Å⁻¹

The molecule C20H41N5O7, computed with ωB97M-V/def2-TZVPD.

Each line ends with the Löwdin charge.
Geometry (Å):
C  2.1439  2.5734  3.2555  -0.13
N  0.7735  2.7636  2.8215  -0.11
H  0.3257  1.8621  2.6909  0.08
C  0.6060  3.5628  1.6305  -0.18
H  -0.4667  3.7284  1.4982  0.12
H  1.0913  4.5283  1.7997  0.13
C  1.1636  2.9673  0.3243  -0.31
C  0.9913  3.9179  -0.8590  -0.13
C  1.4829  3.2369  -2.1327  -0.14
H  1.3228  3.8699  -3.0056  0.12
C  0.7380  1.9170  -2.3265  -0.33
N  1.1921  1.2625  -3.5347  0.07
H  0.7296  0.3680  -3.6583  0.08
H  2.1909  1.0947  -3.4700  0.07
H  -0.3355  2.1182  -2.4331  0.15
C  0.9072  1.0529  -1.0518  -0.33
O  2.2546  0.6643  -0.9527  -0.03
C  2.5551  -0.5744  -0.3229  -0.20
C  2.3565  -1.7652  -1.2863  -0.34
N  3.2536  -1.7368  -2.4265  0.06
H  3.1504  -0.8591  -2.9248  0.06
H  4.2185  -1.7968  -2.1156  0.08
C  2.5466  -3.0607  -0.5005  -0.09
C  1.3691  -3.2880  0.4674  -0.32
N  1.6558  -4.1873  1.5703  0.06
H  1.9384  -5.0968  1.2240  0.08
H  2.3963  -3.8306  2.1643  0.07
C  0.8200  -1.9498  1.0170  -0.20
C  1.8529  -0.8049  1.0362  -0.24
O  2.7905  -1.0056  2.0672  0.01
H  3.2776  -1.8195  1.8981  0.08
H  1.3268  0.1127  1.3114  0.14
H  0.5014  -2.1078  2.0552  0.16
O  -0.3064  -1.5400  0.2488  -0.07
C  -1.5521  -1.9327  0.7795  -0.30
O  -1.8625  -1.2561  1.9584  -0.04
C  -1.9836  0.1487  1.7674  -0.10
H  -2.1736  0.5600  2.7604  0.15
C  -3.1467  0.4603  0.8210  -0.49
O  -4.3462  -0.0637  1.3622  0.02
H  -4.1156  -0.8329  1.8986  0.10
C  -3.3044  1.9683  0.6546  0.00
H  -2.3648  2.3974  0.3201  0.07
H  -4.0765  2.1613  -0.0824  0.08
H  -3.5917  2.4111  1.6039  0.09
C  -2.8496  -0.1983  -0.5536  -0.23
N  -3.9393  0.1208  -1.4454  -0.06
H  -4.8010  -0.2636  -1.0713  0.12
C  -3.7695  -0.2396  -2.8378  -0.11
H  -2.8585  0.2333  -3.2076  0.08
H  -3.7035  -1.3177  -3.0225  0.07
H  -4.6158  0.1618  -3.3944  0.08
C  -2.5960  -1.7129  -0.3380  -0.23
O  -2.1701  -2.3857  -1.4956  0.00
H  -1.2712  -2.0898  -1.6850  0.09
H  -3.5362  -2.1940  -0.0452  0.17
H  -1.9381  0.2532  -0.9621  0.15
H  -1.0579  0.5638  1.3588  0.11
H  -1.5223  -2.9980  1.0573  0.18
H  0.5482  -3.7471  -0.0981  0.15
H  3.4932  -3.0120  0.0501  0.12
H  2.6200  -3.8917  -1.2034  0.12
H  1.3352  -1.7373  -1.6824  0.14
H  3.6327  -0.4803  -0.1177  0.17
O  0.4625  1.7433  0.0869  -0.07
H  0.2605  0.1677  -1.1067  0.14
H  2.5510  3.0246  -2.0491  0.12
H  -0.0659  4.1732  -0.9601  0.13
H  1.5543  4.8333  -0.6742  0.12
H  2.2319  2.7359  0.4436  0.15
H  2.1275  2.0731  4.2226  0.08
H  2.7610  1.9736  2.5740  0.07
H  2.6085  3.5523  3.3770  0.08

Properties
structure (SMILES): CNC[C@@H]1CC[C@@H](N)[C@@H](O[C@H]2[C@H](O)[C@@H](O[C@H]3OC[C@](C)(O)[C@H](NC)[C@H]3O)[C@H](N)C[C@@H]2N)O1
gap between HOMO and LUMO: 8.93 eV
DFT total energy: -1587.1328 a.u.
highest occupied orbital energy: -8.43 eV
molecular weight: 463.58 g mol⁻¹
ΔE to the lowest compared entry with this formula, charge and spin: 33.3 kcal per mole
multiplicity: 1
max |F|: 0.9 eV Å⁻¹

A structure of composition C20H42AlN3O7P, computed with ωB97M-V/def2-TZVPD.

Each line ends with the Löwdin charge.
Geometry (Å):
C  5.1431  -1.1493  1.8271  -0.06
C  4.1541  -0.1422  1.3005  -0.28
C  4.0242  1.1097  1.9088  -0.08
C  3.1371  2.0322  1.3791  -0.10
C  2.3845  1.7332  0.2546  -0.05
C  2.4839  0.4821  -0.3725  -0.32
C  1.7052  0.1428  -1.5944  -0.22
Al  2.9926  0.2214  -3.1410  0.22
O  2.1087  0.6272  -4.6904  -0.25
N  2.4147  1.7614  -5.3554  -0.17
O  3.5046  1.7730  -5.8126  -0.03
P  4.1379  -1.9019  -3.3067  0.50
O  4.5495  -2.3666  -4.6816  -0.61
C  3.3805  -0.4320  0.1826  -0.03
H  6.1228  -1.0035  1.3647  0.08
H  5.2608  -1.0693  2.9091  0.07
H  4.8236  -2.1673  1.5905  0.07
H  4.6166  1.3532  2.7841  0.10
H  3.0294  3.0055  1.8503  0.09
H  1.6955  2.4724  -0.1445  0.10
H  0.8602  0.8231  -1.7275  0.06
H  1.2976  -0.8654  -1.4734  0.05
H  4.1188  1.3193  -2.8514  -0.05
H  5.2659  -1.8130  -2.4389  -0.07
H  3.4491  -2.9308  -2.5881  -0.08
H  3.4786  -1.4108  -0.2843  0.10
C  -1.5968  3.7032  -0.1517  -0.11
O  -0.6575  3.4939  0.8792  -0.21
C  -0.2486  4.6625  1.5702  -0.22
C  -0.6967  4.5983  3.0114  -0.22
N  -2.1468  4.6684  3.1101  -0.05
C  -2.6783  4.4030  4.4391  -0.21
C  -2.4464  3.0183  5.0319  -0.23
O  -3.1189  1.9826  4.3447  -0.18
C  -2.4111  1.4080  3.2598  -0.10
H  -1.7192  2.7518  -0.6665  0.09
H  -2.5719  4.0294  0.2308  0.08
H  -1.2402  4.4463  -0.8720  0.09
H  -0.6439  5.5563  1.0773  0.12
H  0.8441  4.7099  1.5411  0.12
H  -0.2619  5.4388  3.5618  0.12
H  -0.2812  3.6739  3.4364  0.11
H  -2.5472  4.0048  2.4579  0.08
H  -3.7574  4.5731  4.4071  0.12
H  -2.2596  5.1426  5.1309  0.12
H  -2.8494  3.0218  6.0486  0.12
H  -1.3784  2.7810  5.1089  0.11
H  -1.3319  1.4175  3.4341  0.09
H  -2.6119  1.9174  2.3131  0.07
H  -2.7413  0.3737  3.1670  0.09
C  -1.2217  -1.1099  -2.9484  -0.11
O  -1.0758  -1.7233  -1.6831  -0.21
C  -2.2214  -1.6772  -0.8549  -0.22
C  -2.7327  -3.0757  -0.5964  -0.22
N  -3.2633  -3.6663  -1.8151  -0.05
C  -3.5790  -5.0836  -1.7161  -0.21
C  -2.4287  -6.0501  -1.4600  -0.24
O  -1.5107  -6.1412  -2.5285  -0.18
C  -0.4538  -5.1955  -2.5152  -0.09
H  -0.2437  -1.1104  -3.4246  0.08
H  -1.9309  -1.6537  -3.5841  0.08
H  -1.5561  -0.0724  -2.8508  0.09
H  -3.0026  -1.0614  -1.3125  0.12
H  -1.9370  -1.2188  0.0982  0.12
H  -3.5292  -3.0380  0.1542  0.12
H  -1.8993  -3.6496  -0.1664  0.11
H  -2.5926  -3.5286  -2.5617  0.08
H  -4.0608  -5.3854  -2.6494  0.12
H  -4.3189  -5.2151  -0.9182  0.11
H  -2.8571  -7.0496  -1.3410  0.12
H  -1.8975  -5.8136  -0.5295  0.11
H  -0.1679  -4.9318  -1.4931  0.09
H  -0.7073  -4.2771  -3.0511  0.07
H  0.4008  -5.6528  -3.0117  0.09

Properties
gap between HOMO and LUMO: 7.26 eV
DFT total energy: -2061.9426 a.u.
highest occupied orbital energy: -4.92 eV
net charge: -1
molecular weight: 494.53 g mol⁻¹
multiplicity: 1
max |F|: 0.5 eV Å⁻¹

Among the records above, which one has the highest molecular weight? C20H41N2P3SSn

What is the formula in the second record? C20H41N2P3SV